The following is a quantum chemistry calculation of C12H26N2O4 as an isolated structure in a non-equilibrium geometry, from OMol25.

Computed properties:
Orbital gap in eV: 9.4
Total energy in Ha: -882.69038
Highest occupied orbital energy in eV: -8.5766
Energy relative to the best compared isomer or geometry (same formula, charge and spin) in kcal per mole: 410.9
2S+1: 1

```
44
Properties=species:S:1:pos:R:3:lowdin_charge:R:1
C -0.87 -2.06 -1.16 -0.3417
N -1.99 -2.21 -0.48 -0.0635
H -1.84 -1.76 0.44 0.1197
C -3.23 -1.52 -1.06 -0.1893
C -3.24 -0.16 -0.88 -0.1346
O -3.42 0.07 0.73 -0.2733
C -3.11 1.29 1.34 -0.2103
C -1.53 1.73 0.99 -0.2659
O -1.27 2.44 -0.17 -0.1487
C 0.17 2.76 -0.21 -0.2392
C 0.96 1.89 -0.73 -0.4296
O 2.26 2.08 -0.51 -0.1388
C 3.35 1.05 -1.22 -0.0763
C 3.28 -0.18 -0.77 -0.4656
N 3.46 -0.52 0.48 -0.0766
H 3.00 0.24 1.26 0.1992
C 2.98 -1.92 1.17 -0.0389
C 1.43 -1.79 1.62 -0.1161
O 0.65 -1.33 0.45 -0.1917
C 0.24 -2.44 -0.27 -0.2611
H 1.10 -2.69 -1.12 0.1603
H -0.09 -3.31 0.32 0.1415
H 1.20 -2.59 2.06 0.0127
H 1.26 -0.89 2.46 0.1803
H 3.11 -2.36 0.12 0.1241
H 3.61 -2.00 2.00 0.0759
H 2.31 -0.84 -1.17 0.1722
H 4.10 -0.61 -1.40 0.1591
H 3.15 1.36 -2.07 0.0437
H 4.32 1.59 -0.69 0.2025
H 0.72 0.84 -0.36 0.1189
H 0.88 1.59 -1.97 0.1931
H 0.57 3.17 0.79 0.1738
H 0.11 3.54 -0.90 0.1234
H -1.00 0.69 1.16 0.1251
H -1.17 2.51 2.02 0.1754
H -3.51 2.22 0.46 0.1697
H -3.35 1.44 2.48 0.1373
H -2.36 0.53 -1.08 0.1099
H -4.24 0.65 -1.12 0.2010
H -3.24 -1.72 -1.95 0.0221
H -4.32 -1.84 -0.34 0.2286
H -0.83 -1.08 -1.56 0.1081
H -1.04 -2.86 -2.09 0.1838
```